Below is a cluster of 7 separate species, C29H37Cl12NO5 in total, with properties calculated with ωB97M-V/def2-TZVPD.

Calculated values
SMILES = O=NOCc1cc2c(cc1CCO)C(=O)c1ccccc1C2=O.ClCCCl.ClCCCl.ClCCCl.ClCCCl.ClCCCl.ClCCCl
Multiplicity = 1

Cartesian coordinates (Å):
O: -2.37806 -2.00122 5.16858
N: -1.65819 -1.69304 4.31222
O: -0.58617 -0.89309 4.81698
C: 0.57015 -1.18126 4.05875
C: 0.64230 -0.51102 2.69880
C: -0.14871 0.60919 2.43518
C: -0.11518 1.18619 1.17413
C: 0.69237 0.65738 0.17081
C: 1.50320 -0.42628 0.44969
C: 1.50077 -1.02624 1.71190
C: 2.42925 -2.22499 1.85676
C: 3.28861 -2.32007 3.11311
O: 4.28827 -3.31376 2.93000
C: 0.63976 1.29153 -1.17381
O: 1.60077 1.42044 -1.88934
C: -0.72569 1.74958 -1.55854
C: -1.21381 1.63724 -2.85250
C: -2.49879 2.09361 -3.12671
C: -3.28756 2.69045 -2.15574
C: -2.77176 2.79451 -0.86514
C: -1.51200 2.31284 -0.55008
C: -0.95576 2.36569 0.82449
O: -1.16644 3.26976 1.59122
H: 1.43945 -0.89474 4.64507
H: 0.66171 -2.25696 3.90759
H: -0.83819 1.10340 3.11905
H: 2.12449 -0.80452 -0.35174
H: 3.13825 -2.14380 1.03315
H: 1.86093 -3.14117 1.67148
H: 2.69434 -2.63123 3.97071
H: 3.76497 -1.37179 3.34439
H: 3.88335 -4.10179 2.55740
H: -0.59395 1.17931 -3.60668
H: -2.85342 1.96074 -4.14053
H: -4.27037 3.06559 -2.38942
H: -3.39299 3.25909 -0.11106
Cl: -4.40001 -0.78336 -1.70393
C: -5.14051 -0.86490 -3.31927
C: -4.71001 -2.09052 -4.08195
Cl: -2.98567 -2.02571 -4.53247
H: -4.87945 0.04594 -3.85372
H: -6.21969 -0.88199 -3.17324
H: -5.27772 -2.16415 -5.00815
H: -4.87122 -2.99570 -3.50233
Cl: 7.07929 -3.67059 0.70340
C: 7.66440 -3.43723 2.36984
C: 9.15128 -3.65153 2.48728
Cl: 9.60903 -5.35632 2.23760
H: 7.10883 -4.11252 3.01431
H: 7.41664 -2.41542 2.65146
H: 9.48081 -3.37811 3.48835
H: 9.69826 -3.05056 1.76522
Cl: 4.24556 -3.13078 -2.10054
C: 5.66490 -2.19764 -2.63942
C: 6.05127 -2.52095 -4.05942
Cl: 6.69080 -4.17608 -4.22200
H: 6.47975 -2.39889 -1.94810
H: 5.39914 -1.14418 -2.56303
H: 6.83802 -1.84283 -4.38631
H: 5.20422 -2.42204 -4.73373
Cl: -4.73033 2.91919 2.34952
C: -4.31868 3.50218 3.98542
C: -2.90371 3.14111 4.35513
Cl: -2.70769 1.38048 4.56529
H: -5.03691 3.08215 4.68522
H: -4.43322 4.58492 3.97938
H: -2.63039 3.60825 5.29998
H: -2.20205 3.46570 3.58949
Cl: 1.21408 3.78600 -6.05404
C: 2.34468 2.99395 -4.92401
C: 2.79346 1.64485 -5.42205
Cl: 1.46265 0.46282 -5.41330
H: 1.85396 2.91121 -3.95694
H: 3.20656 3.65173 -4.82290
H: 3.56902 1.25594 -4.76413
H: 3.18888 1.69769 -6.43343
Cl: -9.24931 -0.16006 1.68439
C: -8.98441 1.59134 1.87800
C: -9.05071 2.32543 0.56371
Cl: -7.67703 1.91962 -0.49497
H: -8.02101 1.73411 2.36204
H: -9.76581 1.95961 2.54103
H: -9.00816 3.39880 0.74166
H: -9.96768 2.09946 0.02550

Cartesian forces, eV/Å:
O -0.1 0.4 -0.1
N 0.2 -0.4 0.1
O 0.0 -0.1 0.4
C 0.4 -0.1 -0.9
C -0.2 0.1 0.3
C 0.1 0.5 -0.5
C 0.2 -0.2 -0.1
C 0.0 0.0 0.3
C 0.0 0.3 0.1
C 0.0 0.1 -0.3
C 0.0 0.7 -0.1
C -0.6 -1.0 -0.1
O 0.5 0.3 0.0
C -0.4 -0.2 0.0
O 0.5 -0.1 -0.4
C -0.1 0.1 0.0
C 0.0 0.2 0.5
C 0.2 -0.2 -0.5
C 0.8 -0.3 0.2
C -0.6 0.4 0.0
C -0.2 0.1 -0.5
C 0.0 -0.4 -0.1
O -0.3 0.4 0.5
H -0.2 0.2 0.3
H -0.2 -0.1 0.1
H 0.5 -0.6 0.2
H 0.1 -0.1 0.1
H 0.0 -0.1 -0.1
H 0.0 -0.1 0.3
H -0.1 0.2 0.2
H 0.2 0.0 -0.1
H -0.1 0.0 0.0
H 0.0 0.0 -0.2
H -0.2 0.1 0.0
H -0.1 0.0 0.0
H 0.2 0.0 0.2
Cl 0.0 0.0 0.1
C -0.1 0.1 0.0
C -0.1 0.0 -0.1
Cl 0.0 0.0 0.0
H 0.1 0.0 0.0
H 0.0 -0.1 0.0
H 0.0 0.0 0.0
H 0.1 0.0 0.0
Cl 0.0 0.0 -0.1
C -0.1 0.1 0.1
C 0.0 0.1 0.0
Cl 0.0 0.0 0.0
H 0.0 0.0 -0.1
H 0.0 0.0 0.0
H 0.0 0.0 0.0
H 0.0 0.0 0.0
Cl 0.0 0.0 0.1
C 0.1 0.1 0.1
C 0.0 0.1 -0.1
Cl 0.0 0.0 0.0
H 0.0 -0.1 0.0
H 0.0 0.0 0.0
H 0.0 0.0 0.0
H 0.0 -0.1 0.0
Cl -0.2 0.0 0.0
C 0.0 0.1 0.1
C 0.1 0.2 0.0
Cl -0.3 0.2 0.2
H 0.0 -0.1 -0.1
H 0.1 0.0 0.0
H -0.1 0.0 0.0
H 0.0 -0.1 0.0
Cl 0.0 0.0 0.0
C 0.1 0.1 0.1
C 0.1 0.0 0.1
Cl 0.0 -0.1 -0.1
H 0.0 -0.1 0.0
H 0.0 0.0 -0.1
H 0.0 0.0 0.1
H -0.1 0.0 0.0
Cl 0.0 0.0 0.0
C 0.0 0.1 0.1
C 0.0 0.1 0.0
Cl 0.1 0.0 -0.1
H 0.0 0.0 -0.1
H 0.0 0.0 0.0
H 0.0 0.0 0.0
H 0.0 -0.1 0.0

Mulliken population analysis, charges in e, atoms 1 to 4:
1. O -0.329
2. N 0.164
3. O -0.148
4. C -1.171

---

Below is a structure of composition C29H37Cl5CsN5O4S4, with properties calculated with ωB97M-V/def2-TZVPD.

Calculated values
Relative energy (zero: lowest compared OMol25 entry of this formula, charge and spin) = 53.53 kcal/mol
Multiplicity = 1

Cartesian coordinates (Å):
Cs: -0.05261 0.29841 0.51467
N: 2.18190 1.52585 -3.41073
N: 1.40138 2.62408 -3.02551
C: 0.09910 2.76002 -3.32362
N: -0.46547 3.92998 -2.91079
S: -0.76342 1.60031 -4.17347
H: 1.82723 1.23615 -4.32061
H: 2.00647 0.75079 -2.76824
H: 1.90674 3.38751 -2.60328
H: -0.09700 4.36931 -2.07823
H: -1.46493 3.96544 -3.01737
Cl: 1.05537 3.37783 0.19061
C: 1.15601 3.73249 1.95476
C: 0.44776 2.91791 2.79840
C: 0.57406 3.30957 4.11056
Cl: -0.36498 2.40737 5.34875
C: 1.32526 4.38868 4.56378
Cl: 1.42781 4.79915 6.25355
C: 2.00045 5.18335 3.63636
Cl: 2.93353 6.53637 4.14716
C: 1.89459 4.86260 2.28288
Cl: 2.68544 5.85007 1.10348
O: 1.77236 -0.73427 -1.47370
S: 1.63676 -2.19418 -1.16752
C: 3.24384 -2.90611 -1.51785
C: 4.19923 -2.11428 -2.12927
C: 5.44193 -2.66686 -2.40943
C: 5.71240 -3.98489 -2.07307
C: 4.74603 -4.75867 -1.44330
C: 3.50333 -4.21799 -1.15375
C: 0.76113 -2.90889 -2.55963
C: 0.03909 -4.07448 -2.36478
C: -0.66739 -4.61463 -3.43089
C: -0.66378 -3.97290 -4.66072
C: 0.04382 -2.78931 -4.83243
C: 0.76325 -2.25006 -3.77818
H: 3.97243 -1.08391 -2.36494
H: 6.20095 -2.06171 -2.88646
H: 6.68268 -4.40992 -2.29134
H: 4.96430 -5.78128 -1.16700
H: 2.75144 -4.80816 -0.64649
H: 0.01863 -4.54964 -1.39232
H: -1.23336 -5.52629 -3.29541
H: -1.22537 -4.39041 -5.48541
H: 0.02955 -2.27940 -5.78603
H: 1.29817 -1.31802 -3.88889
C: 3.23687 1.57861 6.37261
N: 2.41211 0.46788 5.94448
C: 1.35367 -0.10836 6.78315
C: 0.49050 -0.90280 5.77503
N: 1.22638 -0.73814 4.52473
C: 2.24783 0.05728 4.69149
S: 3.31173 0.37430 3.35716
H: 2.61185 2.33798 6.84389
H: 3.71463 2.02929 5.50472
H: 4.00439 1.24461 7.07134
H: 0.79774 0.69608 7.26420
H: 1.79401 -0.74776 7.55034
H: -0.51577 -0.49846 5.67952
H: 0.43033 -1.95675 6.04421
H: 1.16260 -1.20539 3.57611
C: -7.15479 1.23351 0.62592
C: -5.99771 1.65338 -0.27362
C: -4.90449 0.59597 -0.28974
S: -3.46762 1.08144 -1.26616
O: -2.40711 0.05524 -0.97070
C: -4.10103 0.70544 -2.94665
C: -3.57719 -0.62477 -3.47910
C: -4.18681 -1.85361 -2.81661
H: -7.93421 1.99426 0.64344
H: -6.81740 1.07771 1.65145
H: -7.60324 0.30157 0.27888
H: -5.57414 2.59688 0.07958
H: -6.37205 1.84080 -1.28336
H: -5.24940 -0.37097 -0.65570
H: -4.50116 0.46115 0.71655
H: -3.74647 1.52601 -3.56904
H: -5.19184 0.72514 -2.90820
H: -2.49311 -0.64146 -3.36904
H: -3.78174 -0.64018 -4.55281
H: -3.90350 -1.90911 -1.76695
H: -3.83090 -2.76357 -3.30099
H: -5.27779 -1.84637 -2.88540
O: 2.27652 0.07541 2.15450
O: 1.81220 -1.31918 2.12646

Cartesian forces, eV/Å:
Cs -0.2 0.2 0.5
N 0.0 0.0 -0.1
N -0.2 -0.1 0.1
C 0.1 -0.1 0.1
N 0.0 -0.1 0.0
S 0.0 0.1 0.0
H 0.1 0.0 0.0
H 0.0 0.1 0.0
H 0.0 0.0 -0.1
H 0.0 0.0 0.0
H 0.0 0.0 0.0
Cl 0.1 0.2 -0.1
C -0.2 0.1 -0.5
C 0.1 0.1 0.1
C -0.2 -0.2 0.1
Cl 0.1 0.1 -0.1
C 0.0 0.1 0.2
Cl 0.0 0.0 -0.1
C -0.1 -0.1 -0.1
Cl 0.0 0.1 0.0
C 0.2 0.0 0.3
Cl 0.0 0.0 0.0
O 0.1 -0.2 -0.1
S 0.1 -0.1 -0.1
C 0.0 0.0 0.0
C 0.1 -0.1 0.0
C 0.0 0.0 0.0
C 0.0 0.0 0.0
C 0.0 0.0 0.0
C 0.1 0.0 0.0
C 0.0 0.1 0.0
C 0.0 0.0 -0.1
C 0.0 0.0 0.0
C 0.0 0.0 0.0
C 0.0 0.0 0.0
C -0.1 -0.1 0.0
H 0.0 0.0 0.0
H 0.0 0.0 0.0
H 0.0 0.0 0.0
H 0.0 0.0 0.0
H 0.0 0.0 0.0
H 0.0 0.0 0.0
H 0.0 0.0 0.0
H 0.0 0.0 0.0
H 0.0 0.0 0.0
H 0.0 0.1 0.0
C 0.0 0.0 0.0
N 0.0 0.0 -0.1
C 0.0 0.0 0.1
C 0.1 0.0 0.0
N -0.2 0.1 0.3
C 0.2 0.0 0.1
S 0.0 0.1 0.0
H 0.0 0.0 0.0
H 0.0 0.0 0.0
H 0.0 0.0 0.0
H 0.0 0.0 0.0
H 0.0 0.0 0.0
H 0.0 0.0 0.0
H 0.0 0.0 0.0
H 0.0 -0.1 -0.3
C 0.0 0.0 0.0
C 0.0 0.0 0.0
C 0.0 0.0 0.0
S 0.2 -0.1 -0.2
O -0.5 0.1 -0.1
C 0.1 -0.1 0.1
C 0.0 0.0 0.0
C 0.0 0.0 0.0
H 0.0 0.0 0.0
H 0.0 0.0 0.0
H 0.0 0.0 0.0
H 0.0 0.0 0.0
H 0.0 0.0 0.0
H -0.1 0.0 0.0
H 0.0 0.0 0.0
H 0.0 0.0 0.0
H 0.0 0.0 0.0
H 0.0 0.0 0.0
H 0.0 0.0 0.0
H 0.0 0.0 0.0
H 0.0 0.0 0.0
H 0.0 0.0 0.0
O 0.1 -0.2 0.0
O 0.2 -0.1 -0.1

Mulliken population analysis, charges in e, atoms 1 to 4:
1. Cs 1.268
2. N -0.853
3. N 0.065
4. C 0.374

---

For reference, lowest unoccupied orbital energy by record: -0.507; 0.119 eV.
For reference, calculated total energy by record: -192668.70987; -152810.26910 eV.
For reference, max |F| by record: 1.1; 0.6 eV/A.